Below is a molecular structure, C3H4FGdO3, with properties calculated with ωB97M-V with the def2-TZVPD basis set.

The geometry in XYZ format:
```
12
Properties=species:S:1:pos:R:3:lowdin_charge:R:1
C -1.515 -0.366 0.560 -0.28
C -0.667 0.756 0.411 -0.26
O 1.869 -1.051 0.075 0.05
H -1.007 1.630 -0.161 0.14
O 0.729 0.632 -0.911 0.04
H -1.060 -1.240 1.042 0.06
Gd -3.620 0.199 2.251 1.66
C 1.670 -0.243 -0.823 -0.72
H 3.234 -0.776 -1.751 0.12
H -2.100 -0.576 -0.344 0.05
O 2.502 -0.163 -1.889 0.12
F -0.033 1.198 1.540 0.02
```

Summary:
HOMO (spin up / spin down)   -0.438 / -0.439 Eh
Gap between HOMO and LUMO (spin up / spin down)   5.9 / 5.2 eV
LUMO level (spin up / spin down)   -6.02 / -6.78 eV
Total charge   +1
Spin multiplicity   9


Below is a molecular structure, C16H30AuClNO2Si3, with properties calculated with ωB97M-V with the def2-TZVPD basis set.

The geometry in XYZ format:
```
54
Properties=species:S:1:pos:R:3:lowdin_charge:R:1
H -3.685 -0.158 -2.293 0.00
H 1.272 -0.180 -3.570 0.01
Si 1.160 -0.628 -1.052 0.43
H 0.940 -3.405 2.886 0.10
H 0.260 -5.623 -0.687 0.10
H 0.746 2.761 3.961 0.08
H 0.359 -5.593 1.777 0.10
H -2.035 3.047 -0.833 0.01
H -3.137 -2.038 -0.279 0.03
H -0.852 4.512 -0.577 0.04
H 3.583 -1.060 -0.947 0.03
H -1.527 -2.594 -0.795 0.02
N 1.089 -2.366 1.091 0.05
H -3.105 0.213 1.404 0.01
H -1.179 3.383 0.740 0.02
H -1.786 -2.028 0.850 0.02
H 0.135 2.131 -3.303 0.01
C 1.084 -1.036 -2.920 -0.17
C -2.626 -0.012 -2.425 -0.19
C 0.758 -3.588 -0.903 -0.11
H 3.347 0.752 -1.034 0.02
Au -0.175 0.477 1.607 0.82
C 0.542 -4.695 1.186 -0.08
C -0.085 0.586 -0.444 -0.68
C 0.466 -4.708 -0.162 -0.12
H -4.213 0.382 0.040 0.02
Si 0.369 2.326 -0.830 0.34
C 0.877 2.535 -2.641 -0.19
C -3.247 0.710 0.454 -0.19
O -0.678 0.206 3.614 -0.25
H -3.314 1.767 0.597 0.00
C 2.940 -0.211 -0.596 -0.20
H -2.277 -0.826 -3.086 0.02
H 1.140 2.078 5.567 0.07
C 1.026 -2.388 -0.248 -0.33
C 0.825 1.813 4.541 -0.52
Si -1.850 -0.036 -0.663 0.37
C 0.858 -3.471 1.818 -0.12
H -2.449 0.971 -2.905 0.02
H 0.742 -3.605 -2.000 0.10
C -0.495 1.064 4.548 -0.80
C 1.877 3.041 0.129 -0.18
H 1.921 4.127 0.157 0.02
C -2.062 -1.858 -0.185 -0.19
H 1.831 1.974 -2.746 0.02
H 0.105 -1.417 -3.187 0.01
O -1.301 1.330 5.393 0.04
H 1.903 -1.756 -3.054 0.03
H 3.140 -0.175 0.520 0.04
H 2.812 2.684 -0.233 -0.01
H 1.139 3.575 -2.845 0.02
C -1.116 3.428 -0.356 -0.20
Cl 2.145 0.908 3.761 0.52
H 1.804 2.673 1.159 -0.01
```

Summary:
HOMO   -0.190 Eh
Gap between HOMO and LUMO   8.1 eV
LUMO level   2.88 eV
Energy above the lowest of the compared OMol25 structures with the same formula, charge and spin   9.88 kcal per mole
Total charge   -1


Below is a molecular structure, C6H10FO2, with properties calculated with ωB97M-V with the def2-TZVPD basis set.

The geometry in XYZ format:
```
19
Properties=species:S:1:pos:R:3:lowdin_charge:R:1
C 0.530 -1.664 -0.943 -0.11
C -0.611 1.824 0.599 -0.03
C -2.185 -0.189 0.101 -0.75
F -0.608 0.871 -1.556 -0.03
H 2.703 -0.526 -0.286 0.09
H 0.098 -0.962 1.146 0.07
H 2.196 -0.049 1.352 0.04
H -0.447 -2.155 -0.828 0.09
H 0.510 -0.960 -1.694 0.05
C 1.899 -0.038 0.352 -0.10
H 1.195 -2.480 -1.093 0.06
O -3.015 -0.176 -0.811 -0.04
C -0.827 0.569 -0.211 -0.27
H -1.470 1.994 1.215 0.07
H -0.528 2.735 -0.050 0.09
H 1.939 0.975 0.148 0.03
C 0.584 -0.811 0.253 -0.23
O -2.270 -0.767 1.196 -0.06
H 0.308 1.808 1.110 0.03
```

Summary:
HOMO   -0.147 Eh
Gap between HOMO and LUMO   7.7 eV
LUMO level   3.73 eV
Energy above the lowest of the compared OMol25 structures with the same formula, charge and spin   25.04 kcal per mole
Total charge   -1


Quick rundown of max |F|, same order as above: 0.0619; 0.0459; 0.1086 Eh/bohr
Quick rundown of M, same order as above: 264.31; 585.10; 133.14 g mol⁻¹